a.
Density functional theory data (ωB97M-V/def2-TZVPD) for the ion C3H7ClN3 with charge +1.

```
14
Properties=species:S:1:pos:R:3:mulliken_charge:R:1
C -1.17226 0.93125 -1.32908 -0.85
N -0.43132 0.15463 -0.44669 0.35
C 0.55652 -0.61393 -0.69673 0.02
N 0.94573 -1.34515 0.40914 -0.20
C 0.52841 -0.68643 1.53401 -0.05
Cl 1.75088 0.53519 2.06243 -0.16
N -0.68377 0.13502 0.88073 -0.57
H -2.15408 0.70818 -1.12412 0.37
H -0.99555 1.96193 -1.19889 0.33
H -0.96911 0.63665 -2.34074 0.37
H 1.14499 -0.72831 -1.61976 0.37
H 1.94890 -1.64215 0.30116 0.34
H 0.26602 -1.16020 2.38621 0.38
H -0.73536 1.11332 1.18233 0.30
```

Structure (SMILES)   CN1C=[NH+][C@@H](Cl)N1
Charge   +1
Molar mass   120.56 g mol⁻¹
HOMO-LUMO gap   0.3747 Eh
HOMO   -14.3027 eV


b.
Density functional theory data (ωB97M-V/def2-TZVPD) for the ion C3H7ClN3 with charge +1.

```
14
Properties=species:S:1:pos:R:3:mulliken_charge:R:1
H -2.53986 -1.06827 -1.40449 0.26
N -1.59825 -0.65344 -1.15617 -0.54
C -0.76689 -1.42098 -0.62141 -0.17
C 0.60766 -0.89831 -0.29225 0.12
Cl 1.52877 -1.86010 0.88418 -0.15
C 0.50742 0.65654 0.29910 0.45
N -0.47309 1.37015 -0.10930 -0.26
N 1.23605 1.08680 1.18210 -0.25
H -0.97875 -2.37056 -0.13849 0.38
H 1.10731 -0.72457 -1.33092 0.34
H -1.14694 0.95054 -0.67529 0.20
H -0.42256 2.33842 0.13462 0.17
H 1.92017 0.57003 1.69538 0.22
H 1.01897 2.02374 1.53294 0.22
```

Structure (SMILES)   [H]/N=C/[C@H](Cl)C(N)=[NH2+]
Charge   +1
Molar mass   120.56 g mol⁻¹
HOMO-LUMO gap   0.4212 Eh
HOMO   -14.9494 eV


It turns out b is the most stable, with the second structure 26.3 kcal/mol higher.


a.
Density functional theory data (ωB97M-V/def2-TZVPD) for a structure of composition C24H19Cl5N9O2RuS2.

```
62
Properties=species:S:1:pos:R:3:mulliken_charge:R:1
Ru 0.30036 0.79413 -0.24417 0.64
N 3.05705 2.34615 1.18978 0.05
C 1.80512 2.70822 1.56548 0.30
N 1.51334 3.62913 2.44766 -0.58
N 0.14351 3.66804 2.46428 -0.73
N -0.35123 2.82306 1.65105 -0.56
N 0.69612 2.16584 1.05241 1.01
C 3.27560 1.27201 0.37112 0.27
N 4.45579 0.73489 0.16012 -0.55
N 4.20179 -0.30620 -0.66976 -0.71
N 2.94623 -0.38458 -0.93131 -0.51
N 2.31544 0.61993 -0.26932 1.00
H 3.84731 2.81968 1.59234 0.28
Cl -2.45981 2.26881 -0.59415 -0.17
C -1.16846 2.95817 -1.51012 1.50
C 0.04743 2.27432 -1.62569 -1.05
C 1.05921 2.93557 -2.34763 0.56
Cl 2.59016 2.20074 -2.62710 -0.18
C 0.85090 4.18984 -2.91934 -0.17
Cl 2.10651 4.95620 -3.80848 -0.18
C -0.37877 4.82505 -2.78619 0.53
Cl -0.64198 6.35934 -3.51062 -0.18
C -1.39795 4.20706 -2.08268 -0.39
Cl -2.92696 4.97218 -1.92139 -0.19
O -1.61904 -0.27386 0.75419 -0.32
S -3.01134 -0.72974 0.36687 -0.02
C -3.11907 -2.49959 0.73897 -0.97
C -1.83200 -3.25214 0.41766 -0.45
C -0.82617 -3.20578 1.56834 -0.49
C 0.55827 -3.68789 1.15131 -0.91
S 1.58137 -2.38892 0.37101 0.15
O 0.56356 -1.46615 -0.29355 -0.48
C 2.08659 -1.56944 1.86773 0.82
C 1.27280 -0.63634 2.49457 0.36
C 1.73152 -0.00155 3.63852 -1.42
C 2.99555 -0.29666 4.13721 -0.63
C 3.80226 -1.22764 3.49747 -0.66
C 3.34933 -1.87122 2.35404 -0.53
C -3.09391 -0.91325 -1.41630 0.79
C -1.97809 -0.82549 -2.22789 0.01
C -2.11769 -0.93817 -3.60466 -1.10
C -3.37459 -1.12605 -4.15992 -0.56
C -4.49428 -1.20283 -3.34076 -0.68
C -4.35665 -1.10070 -1.96558 -0.81
H -3.96035 -2.83824 0.13326 0.54
H -3.39568 -2.58095 1.79258 0.49
H -1.38412 -2.83067 -0.48165 0.11
H -2.07739 -4.29485 0.20023 0.50
H -1.19016 -3.83059 2.38829 0.53
H -0.75574 -2.18967 1.95316 0.09
H 0.49923 -4.50751 0.43122 0.52
H 1.15889 -4.01504 2.00094 0.52
H 0.29134 -0.39225 2.10435 0.46
H 1.10325 0.72792 4.13395 0.39
H 3.35345 0.20945 5.02438 0.42
H 4.79348 -1.44112 3.87431 0.42
H 3.98179 -2.57505 1.82418 0.41
H -0.99292 -0.68890 -1.80940 0.71
H -1.24071 -0.88063 -4.23623 0.51
H -3.48331 -1.21258 -5.23330 0.41
H -5.47752 -1.33128 -3.77417 0.40
H -5.22867 -1.15226 -1.32163 0.49
```

⟨S²⟩   0.761
Molar mass   807.95 g mol⁻¹
Multiplicity   2
HOMO-LUMO gap (alpha / beta)   0.2791 / 0.2469 Eh
HOMO (alpha / beta)   -8.3411 / -8.3442 eV


b.
Density functional theory data (ωB97M-V/def2-TZVPD) for a structure of composition C24H19Cl5N9O2RuS2.

```
62
Properties=species:S:1:pos:R:3:mulliken_charge:R:1
Ru 0.26763 0.06009 1.81102 0.34
N -1.04157 3.22177 2.17684 -0.06
C -0.41683 2.64823 3.25070 0.19
N -0.33309 3.21960 4.42880 -0.50
N 0.31809 2.31294 5.19557 -0.67
N 0.60752 1.26385 4.53596 -0.40
N 0.15823 1.43301 3.25397 0.57
C -1.17580 2.61312 0.96322 0.48
N -1.64801 3.19105 -0.12303 -0.63
N -1.51545 2.25479 -1.08602 -0.84
N -1.00356 1.17963 -0.61823 0.09
N -0.77623 1.36057 0.70878 0.40
H -1.40681 4.15185 2.29391 0.23
Cl 1.99554 -1.17516 3.19744 -0.12
C 0.46691 -1.66546 3.90092 1.75
C -0.57235 -1.10035 3.20279 -1.11
C -1.85426 -1.35357 3.64754 0.52
Cl -3.19325 -0.58114 2.89243 -0.18
C -2.05392 -2.19053 4.75014 0.06
Cl -3.64976 -2.52291 5.29709 -0.20
C -0.96718 -2.75523 5.42344 0.64
Cl -1.21363 -3.77923 6.77991 -0.18
C 0.33426 -2.48320 4.99985 -0.24
Cl 1.71602 -3.11681 5.78872 -0.20
O 2.20432 0.23425 0.30092 -0.18
S 3.49879 0.47304 -0.42138 -0.02
C 3.84871 -1.00577 -1.41490 -1.11
C 2.70556 -1.47752 -2.30213 -0.87
C 1.57463 -2.12782 -1.48564 -0.47
C 0.20679 -1.58569 -1.87017 -0.46
S -0.98853 -2.27491 -0.71206 -0.11
O -0.70410 -1.58431 0.60157 0.00
C -2.51094 -1.64813 -1.39945 0.72
C -2.88118 -2.11775 -2.65302 -0.62
C -4.08174 -1.69915 -3.20306 -0.54
C -4.90738 -0.83893 -2.49085 -0.52
C -4.53917 -0.40765 -1.22545 -0.53
C -3.33617 -0.81562 -0.66868 0.33
C 3.10169 1.60354 -1.75231 0.38
C 1.85982 2.21147 -1.72386 0.04
C 1.51827 3.10667 -2.72951 -0.45
C 2.42709 3.39868 -3.73400 -0.57
C 3.68280 2.80010 -3.73891 -0.56
C 4.02863 1.89889 -2.74582 -0.49
H 4.11877 -1.75915 -0.67023 0.47
H 4.75720 -0.75848 -1.96709 0.57
H 3.10476 -2.18033 -3.03543 0.54
H 2.32317 -0.62723 -2.87189 0.38
H 1.73453 -1.91021 -0.43200 0.13
H 1.59229 -3.21582 -1.58573 0.47
H -0.08954 -1.87456 -2.87995 0.62
H 0.13096 -0.50232 -1.75274 0.04
H -2.24725 -2.80830 -3.19790 0.43
H -4.37494 -2.05071 -4.18327 0.38
H -5.84335 -0.50991 -2.92241 0.38
H -5.18222 0.26147 -0.66941 0.42
H -3.03356 -0.49159 0.31504 -0.28
H 1.15921 1.96727 -0.93986 0.00
H 0.53470 3.55777 -2.72044 0.48
H 2.16106 4.09589 -4.51743 0.38
H 4.39351 3.03463 -4.52031 0.39
H 5.01028 1.44130 -2.75197 0.32
```

⟨S²⟩   0.757
Molar mass   807.95 g mol⁻¹
Multiplicity   2
HOMO-LUMO gap (alpha / beta)   0.2995 / 0.2674 Eh
HOMO (alpha / beta)   -8.3490 / -8.4189 eV


It turns out b is the most stable, with the second structure 17.2 kcal/mol higher.


a.
Density functional theory data (ωB97M-V/def2-TZVPD) for a cluster of 2 separate species, C3H4N2S in total.

```
10
Properties=species:S:1:pos:R:3:mulliken_charge:R:1
C -1.22855 -0.56017 1.22028 -0.31
C -1.92927 -0.65888 0.21528 0.11
C 0.89146 0.51168 0.55914 -0.60
N 0.91235 -0.15749 -1.71807 -0.51
N 0.33054 0.26975 -0.70188 0.11
S -3.20213 -0.46879 -0.76001 -0.16
H 0.88585 1.54422 0.73862 0.31
H -0.33616 -0.04111 1.31440 0.40
H 1.82517 0.00782 0.73652 0.44
H 1.85074 -0.44703 -1.60429 0.22
```

Molar mass   100.15 g mol⁻¹
HOMO-LUMO gap (alpha / beta)   0.2726 / 0.2307 Eh
HOMO (alpha / beta)   -9.0965 / -8.6291 eV


b.
Density functional theory data (ωB97M-V/def2-TZVPD) for the molecule C3H4N2S.

```
10
Properties=species:S:1:pos:R:3:mulliken_charge:R:1
N -0.01772 -1.61738 2.15019 -0.37
C 0.28158 -0.92494 1.29107 0.08
C 0.44017 0.13369 0.25013 0.22
N 0.97882 -0.23258 -1.11699 -0.47
C -1.03909 0.78987 0.07827 -0.15
S -1.65929 1.09381 -1.39609 -0.25
H 1.21973 0.75520 0.77046 0.17
H 1.15735 -1.19635 -1.31944 0.25
H 0.26988 0.10979 -1.66163 0.19
H -1.63143 1.08890 0.95402 0.33
```

Structure (SMILES)   N#C[C@@H](N)C=S
Molar mass   100.15 g mol⁻¹
HOMO-LUMO gap   0.3201 Eh
HOMO   -9.7906 eV


It turns out b is the most stable, with the second structure 145.0 kcal/mol higher.


a.
Density functional theory data (ωB97M-V/def2-TZVPD) for the molecule C3H4N2S.

```
10
Properties=species:S:1:pos:R:3:mulliken_charge:R:1
S -1.89678 0.04840 -0.16849 -0.20
C -0.20949 0.06325 0.58462 0.27
C 0.72182 1.13061 0.16873 -0.16
N 1.75416 0.66172 -0.40425 -0.37
N 1.76134 -0.75970 -0.23109 -0.39
C 0.62689 -1.11489 0.25057 -0.34
H -1.61856 -0.71094 -1.26257 0.16
H -0.35674 0.05380 1.67732 0.26
H 0.64831 2.24012 0.36675 0.36
H 0.23168 -2.14534 0.33826 0.41
```

Structure (SMILES)   SC1C=NN=C1
Molar mass   100.15 g mol⁻¹
HOMO-LUMO gap   0.3592 Eh
HOMO   -9.7942 eV


b.
Density functional theory data (ωB97M-V/def2-TZVPD) for a cluster of 2 separate species, C3H4N2S in total.

```
10
Properties=species:S:1:pos:R:3:mulliken_charge:R:1
C -1.39369 -1.24154 1.35351 -0.26
C -2.20694 -0.80330 0.48275 0.28
C 1.25357 0.79525 0.44234 -0.73
N 0.04477 -0.53045 -1.15116 -0.36
N 0.12258 0.06731 -0.13274 0.15
S -3.17928 -0.56703 -0.80941 -0.17
H 1.38250 1.74791 -0.04477 0.30
H 1.00115 0.79071 1.56604 0.27
H 2.16215 0.22806 0.16022 0.30
H 0.81320 -0.48693 -1.86679 0.22
```

Molar mass   100.15 g mol⁻¹
HOMO-LUMO gap (alpha / beta)   0.2385 / 0.2355 Eh
HOMO (alpha / beta)   -8.4794 / -8.4349 eV


c.
Density functional theory data (ωB97M-V/def2-TZVPD) for the molecule C3H4N2S.

```
10
Properties=species:S:1:pos:R:3:mulliken_charge:R:1
C 0.38971 -1.46354 1.53079 -0.79
S 0.84413 0.15619 0.99090 0.03
N -0.13456 0.21464 -0.37732 -0.36
C -0.11630 1.29629 -0.98925 0.11
C -0.83668 1.43978 -2.26736 0.12
N -1.45562 1.52418 -3.25401 -0.35
H 1.08334 -1.75179 2.35478 0.30
H -0.61646 -1.48135 1.93853 0.29
H 0.43458 -2.13865 0.71698 0.29
H 0.40785 2.20425 -0.64404 0.35
```

Structure (SMILES)   CS/N=C/C#N
Molar mass   100.15 g mol⁻¹
HOMO-LUMO gap   0.3370 Eh
HOMO   -9.2234 eV


d.
Density functional theory data (ωB97M-V/def2-TZVPD) for a structure of composition C3H4N2S.

```
10
Properties=species:S:1:pos:R:3:mulliken_charge:R:1
C 1.46790 0.58785 0.05548 -0.58
C 2.59267 0.08876 0.21100 0.44
C -1.48141 0.47424 -0.22850 -0.79
N -0.19840 -1.35048 0.44748 -0.49
N -0.29097 -0.12990 0.11277 0.46
S 4.14546 0.14053 -0.07756 -0.28
H -1.98243 0.86733 0.63918 0.32
H -1.23391 1.43840 -0.67105 0.35
H -2.02483 -0.21158 -0.79253 0.34
H -0.99409 -1.90514 0.30372 0.23
```

Molar mass   100.15 g mol⁻¹
HOMO-LUMO gap (alpha / beta)   0.2356 / 0.2282 Eh
HOMO (alpha / beta)   -7.6346 / -7.5763 eV


It turns out c is the most stable, with the second structure 12.4 kcal/mol higher.


a.
Density functional theory data (ωB97M-V/def2-TZVPD) for the molecule C4H8BN.

```
14
Properties=species:S:1:pos:R:3:mulliken_charge:R:1
C 1.66685 0.78834 0.91942 -0.91
B 0.21625 0.00339 0.54012 0.32
C -0.36823 -1.37745 -0.40839 0.09
C -1.64839 -1.03908 -1.23062 -1.15
C 0.79182 -1.83676 -1.10836 0.21
N 1.67334 -2.30106 -1.70751 -0.47
H 1.41268 1.35037 1.95531 0.20
H 1.95577 1.38429 0.13878 0.37
H 2.48264 -0.03026 0.96469 0.29
H -0.59113 0.61628 1.08629 -0.10
H -0.58267 -2.11843 0.30808 0.15
H -2.50979 -0.99694 -0.67643 0.37
H -1.49477 -0.09994 -1.76056 0.30
H -1.64926 -2.01070 -1.85196 0.32
```

Structure (SMILES)   CB[C@@H](C)C#N
Molar mass   80.93 g mol⁻¹
HOMO-LUMO gap   0.3871 Eh
HOMO   -10.4475 eV


b.
Density functional theory data (ωB97M-V/def2-TZVPD) for the molecule C4H8BN.

```
14
Properties=species:S:1:pos:R:3:mulliken_charge:R:1
B -1.07719 0.30720 0.99761 0.15
C -0.31468 -0.81558 -0.95716 -0.13
C 1.03104 -0.84419 -0.65141 -0.01
C -1.27760 0.27078 -0.66017 -0.65
C 1.53643 0.33879 -0.13816 -0.82
N 0.15545 0.27328 1.56225 -0.32
H -2.12003 0.14259 1.42908 -0.12
H -0.77054 -1.82214 -1.07167 0.26
H 1.64342 -1.67314 -0.86367 0.44
H -2.33412 0.14901 -0.85791 0.31
H -0.94073 1.30802 -1.09196 0.17
H 2.53314 0.37161 0.31794 0.27
H 1.22983 1.30226 -0.37479 0.31
H 0.46983 0.43182 2.41701 0.14
```

Molar mass   80.93 g mol⁻¹
HOMO-LUMO gap   0.3291 Eh
HOMO   -8.8188 eV


It turns out a is the most stable, with the second structure 8.8 kcal/mol higher.


a.
Density functional theory data (ωB97M-V/def2-TZVPD) for the molecule C5H6N2O.

```
14
Properties=species:S:1:pos:R:3:mulliken_charge:R:1
C -3.17515 0.07153 0.13341 -0.64
C -1.89514 -0.41339 -0.31920 0.04
O -1.06714 0.52600 0.25860 -0.31
C 0.19034 0.19122 -0.16187 0.60
C 1.20025 1.14272 -0.17647 -0.44
N 2.31524 0.42308 -0.04263 -0.14
C 1.93184 -0.93247 0.05128 -0.19
N 0.66074 -1.04650 0.05073 -0.49
H -3.66688 0.97123 0.52643 0.32
H -3.87222 -0.88634 -0.17086 0.16
H -1.48213 -1.46789 -0.54534 0.29
H 1.04772 2.30669 -0.10270 0.30
H 3.31643 0.51577 0.30831 0.29
H 2.84948 -1.64126 0.69586 0.22
```

Structure (SMILES)   C=COc1c[nH]cn1
Molar mass   110.12 g mol⁻¹
HOMO-LUMO gap   0.3209 Eh
HOMO   -8.0036 eV


b.
Density functional theory data (ωB97M-V/def2-TZVPD) for the molecule C5H6N2O.

```
14
Properties=species:S:1:pos:R:3:mulliken_charge:R:1
H -2.95393 -0.76135 -0.93468 0.29
N -3.06995 -0.01914 -0.23674 -0.56
C -2.12080 -0.17755 0.60994 -0.07
N -1.26489 -1.20465 0.38168 -0.65
C -0.02121 -0.97108 0.11993 -0.12
C 0.77468 0.27577 -0.05239 0.49
C 2.24727 0.10726 -0.26465 -1.36
C 0.20764 1.44475 -0.06773 0.56
O -0.27436 2.51532 -0.06855 -0.38
H -2.00868 0.47089 1.49539 0.50
H 0.57998 -1.88813 -0.01979 0.31
H 2.80940 0.80568 0.36499 0.34
H 2.50503 0.30452 -1.31057 0.29
H 2.58980 -0.90223 -0.01687 0.37
```

Structure (SMILES)   [H]/N=C\N=C/C(C)=C=O
Molar mass   110.12 g mol⁻¹
HOMO-LUMO gap   0.3475 Eh
HOMO   -9.1571 eV


It turns out b is the most stable, with the second structure 68.2 kcal/mol higher.